(1)
{"formula": "C4H4ClNO3S", "method": "wB97M-V/def2-TZVPD", "homo_lumo_gap_ev": 9.9, "symbols": ["Cl", "S", "O", "O", "O", "N", "C", "C", "C", "C", "H", "H", "H", "H"], "xyz": [[0.21272, 0.49582, 1.46988], [2.89572, 0.28265, -1.23976], [2.04994, 0.06254, -2.37898], [2.40060, 1.29216, -0.32503], [1.92487, -1.48977, 0.04201], [-0.31377, -1.90241, -0.58344], [-0.72451, 3.18772, 1.49671], [-1.74088, -1.65315, -0.44316], [0.76611, -1.53375, -0.20446], [-0.36947, 2.02550, 1.61130], [-1.19170, 3.99903, 1.92668], [-1.89637, -0.99081, 0.47654], [-2.08665, -2.63359, -0.48950], [-1.92660, -1.14195, -1.35880]], "nbo_charge": [0.133, 1.690, -0.869, -0.867, -0.588, -0.478, -0.235, -0.410, 0.838, -0.111, 0.232, 0.221, 0.222, 0.222]}


(2)
{"formula": "C4H10N", "method": "wB97M-V/def2-TZVPD", "homo_lumo_gap_ev": 11.8, "charge": 1, "symbols": ["N", "C", "C", "C", "C", "H", "H", "H", "H", "H", "H", "H", "H", "H", "H"], "xyz": [[1.91856, 0.40566, 0.10008], [-1.94974, 0.48319, -0.08807], [0.00656, -1.29172, 0.06805], [0.59949, -0.00353, -0.48580], [-0.60443, 0.03545, 0.39905], [0.71840, 0.30773, -1.54588], [-2.00696, 0.01586, -1.03610], [-0.25714, 0.24823, 1.46974], [2.70925, -0.23686, -0.01808], [-0.41384, -1.98071, -0.58052], [-2.73494, -0.06577, 0.47040], [-2.16027, 1.60210, -0.12703], [0.60237, -1.97829, 0.69617], [2.31682, 1.21550, -0.41474], [1.74596, 0.43020, 1.05307]], "nbo_charge": [-0.663, -0.620, -0.431, -0.095, -0.194, 0.244, 0.221, 0.213, 0.438, 0.251, 0.247, 0.250, 0.245, 0.456, 0.438]}


Calculated energy above the lowest of the compared OMol25 structures with the same formula, charge and spin in order - 1.925; 2.029 eV